One molecule with the formula C18H16ClNO4S, computed with wB97M-V/def2-TZVPD.

```
41
Properties=species:S:1:pos:R:3:forces:R:3
C 0.04275 4.81987 2.82022 0.2 0.1 0.0
O -1.16225 4.09137 2.77223 -0.3 -0.2 0.0
C -1.13594 2.82658 2.28207 -0.1 -0.2 -0.1
C -2.35266 2.13861 2.29521 0.1 0.1 0.0
C -2.42455 0.84200 1.83261 0.0 0.1 0.0
C -1.30038 0.20720 1.32773 0.3 0.0 -0.1
C -0.09190 0.89037 1.29397 -0.4 0.2 0.2
C 1.17800 0.28503 0.81728 -0.1 -0.1 0.0
O 2.23359 0.44341 1.40721 -0.2 0.0 0.3
N 1.14859 -0.46386 -0.32064 0.4 0.0 0.0
C 2.43782 -0.95604 -0.78309 0.4 0.2 0.3
C 3.51794 0.11770 -0.61591 0.3 -0.3 -0.1
O 4.64879 -0.12215 -0.30023 0.1 -0.1 0.0
O 3.10228 1.31948 -1.02704 -0.3 0.5 -0.2
C 2.29307 -1.33197 -2.25599 -0.4 0.0 -0.2
S 0.98582 -0.25208 -2.89611 0.0 0.1 0.1
C 0.10043 -0.49001 -1.28960 -0.2 0.4 -0.8
C -0.73917 -1.74349 -1.39045 0.0 -0.2 0.2
C -1.71262 -1.73762 -2.39034 -0.1 -0.1 0.1
C -2.53792 -2.81947 -2.61174 0.0 0.1 0.0
C -2.40582 -3.95352 -1.82601 0.1 0.0 0.1
C -1.45701 -3.98093 -0.82474 0.0 -0.1 0.0
C -0.62918 -2.88576 -0.60307 -0.1 0.1 -0.1
Cl 0.49373 -3.02353 0.71869 0.0 -0.3 0.2
C -0.00603 2.19107 1.78484 0.0 0.2 0.0
H -0.21210 5.77934 3.26721 0.1 -0.1 0.0
H 0.45164 4.98431 1.81833 0.0 0.0 0.0
H 0.79042 4.31719 3.44095 0.0 0.0 0.0
H -3.22149 2.64318 2.68690 -0.1 0.1 0.0
H -3.36551 0.31384 1.86516 -0.1 0.0 0.0
H -1.36662 -0.81581 0.99523 0.0 -0.1 0.0
H 2.76023 -1.82009 -0.18986 0.0 0.2 -0.1
H 3.81523 1.96789 -0.92269 0.1 -0.3 0.1
H 3.20717 -1.16241 -2.81946 0.0 -0.1 0.0
H 1.97385 -2.36847 -2.37239 0.1 0.0 0.1
H -0.55813 0.37476 -1.16162 0.1 -0.2 0.0
H -1.79728 -0.85620 -3.00888 0.0 0.1 -0.1
H -3.27861 -2.78006 -3.39491 -0.1 0.0 -0.1
H -3.03954 -4.81120 -1.98923 -0.1 -0.1 0.0
H -1.34485 -4.85165 -0.19816 0.0 -0.1 0.1
H 0.95820 2.67313 1.76633 0.1 0.1 0.0
```
Forces are in eV/Å.

The total energy is -51964.0511 eV. The value obtained for the LUMO energy is 0.47 eV. The net charge is 0. The energy relative to the best compared isomer or geometry (same formula, charge and spin) is 0.00 kJ/mol. As for the HOMO-LUMO gap: 9.29 eV. The SMILES is COc1cccc(C(=O)N2[C@H](C(=O)O)CS[C@H]2c2ccccc2Cl)c1. The HOMO energy comes out at -8.815 eV.

=====

C39H54FN8O2Y as an isolated structure, computed with wB97M-V/def2-TZVPD.

```
105
Properties=species:S:1:pos:R:3:forces:R:3
Y 0.30433 0.08827 -0.19739 0.3 -0.3 0.3
C 1.21624 -4.15629 0.08351 0.0 0.0 0.0
C 0.27294 -4.33066 -1.09904 0.0 0.0 0.0
C -0.43540 -3.02024 -1.47260 0.0 0.0 0.0
N 0.47256 -1.88003 -1.57708 0.0 0.0 0.1
C 1.41741 -1.94859 -2.50157 0.1 0.1 -0.1
C 1.37255 -2.82530 -3.60389 0.0 -0.1 -0.1
C 2.33570 -3.21350 -4.52878 0.0 0.0 0.1
C 3.69062 -2.95465 -4.55563 0.0 0.0 0.0
C 4.35693 -2.11997 -3.65843 -0.1 -0.1 -0.1
C 3.83982 -1.24992 -2.72908 0.0 0.1 0.0
C 2.49048 -0.92598 -2.38429 -0.1 -0.1 0.0
N 2.15175 0.20392 -1.81300 -0.1 -0.1 -0.1
C 3.15996 1.26325 -1.80527 0.0 0.0 0.0
C 4.04276 1.29217 -0.54863 0.0 0.0 0.0
C 3.46010 0.48190 0.59025 0.0 0.0 0.0
N 2.11869 0.97014 0.95361 -0.1 0.0 0.1
C 1.94752 0.74478 2.31994 0.0 -0.1 -0.1
C 1.92130 1.74110 3.24949 0.0 0.1 0.0
C 1.70007 1.82562 4.71950 0.0 0.0 -0.1
C 1.25141 0.88761 5.58223 0.0 -0.1 -0.1
C 1.02495 -0.41026 4.93838 0.0 0.0 0.0
C 2.04006 -0.77584 4.14066 0.0 0.0 0.1
C 1.78666 -0.71655 2.69372 0.1 0.1 0.0
N 1.38325 -1.55603 1.82628 -0.1 0.0 0.0
C 1.28268 -2.94462 2.31442 0.0 0.0 0.0
C 0.47661 -3.82262 1.37817 0.0 0.0 0.0
H 1.92288 -3.35501 -0.14745 0.0 0.0 0.0
H 1.80956 -5.06340 0.22203 0.0 0.0 0.0
H -0.49752 -5.07228 -0.86186 0.0 0.0 0.0
H 0.83042 -4.71505 -1.95359 0.0 0.0 0.0
H -1.16209 -2.77992 -0.69830 0.0 0.0 0.0
H -1.01496 -3.18206 -2.39070 0.0 0.0 0.0
H 0.40878 -3.29531 -3.75607 0.0 0.0 0.0
H 1.96943 -3.87995 -5.30343 0.0 0.0 0.0
H 4.28438 -3.46170 -5.30497 0.0 0.0 0.0
H 5.44020 -2.12010 -3.72634 0.0 0.0 0.0
H 4.57805 -0.68032 -2.17871 0.0 0.0 0.0
H 2.63686 2.21093 -1.87670 -0.1 0.0 0.1
H 3.77887 1.19635 -2.70560 0.0 0.0 0.0
H 4.14574 2.32607 -0.21245 0.0 0.0 0.0
H 5.04929 0.92335 -0.77032 0.0 0.0 0.0
H 4.14488 0.59291 1.44082 0.0 0.0 0.0
H 3.47883 -0.58898 0.32710 0.0 0.0 0.0
H 2.05736 2.71420 2.78711 0.0 0.0 0.1
H 1.82901 2.83037 5.11295 0.0 0.0 0.0
H 0.94920 1.14788 6.58869 0.0 0.0 0.0
H 0.00471 -0.74715 4.76630 0.0 0.0 0.0
H 3.00087 -0.34493 4.40838 0.0 0.0 0.0
H 0.85134 -2.96548 3.31860 0.0 0.0 0.0
H 2.30122 -3.34037 2.40438 0.0 0.0 0.0
H -0.45962 -3.30690 1.15895 0.0 0.0 0.0
H 0.20750 -4.74437 1.90103 0.0 0.0 0.0
C -1.77622 -1.28465 2.52310 0.1 0.0 0.0
O -1.81805 -1.33488 1.09621 -0.2 0.0 -0.1
C -3.05278 -0.77484 0.65662 0.0 -0.1 -0.1
C -3.17173 -0.91870 -0.83390 0.1 0.1 0.1
O -2.04094 -0.32602 -1.46090 0.1 0.0 -0.1
C -2.05370 -0.56420 -2.86301 0.0 0.0 0.0
H -1.71607 -0.24824 2.85947 0.0 0.0 0.0
H -0.89797 -1.83184 2.84699 0.0 0.0 0.0
H -2.66913 -1.76144 2.93816 0.0 0.0 0.0
H -3.11878 0.26752 0.96692 0.0 0.0 0.0
H -3.88492 -1.32774 1.10989 0.0 0.0 0.0
H -4.09118 -0.42419 -1.16863 0.0 0.0 0.0
H -3.22426 -1.97496 -1.11873 0.0 0.0 0.0
H -1.06375 -0.34315 -3.25208 0.0 0.0 0.0
H -2.80658 0.05772 -3.35545 0.0 0.0 0.0
H -2.28223 -1.61247 -3.06604 0.0 0.0 0.0
F -4.81745 3.42775 4.88774 0.0 0.0 0.0
C -3.90829 3.02756 3.96306 -0.1 0.0 -0.1
C -2.63516 2.68859 4.37084 0.1 0.0 0.0
C -1.71260 2.26656 3.42558 0.0 0.1 0.1
C -2.02478 2.19680 2.06001 0.1 -0.1 -0.1
C -1.05274 1.70311 1.07022 0.3 0.0 0.2
C -3.33254 2.56122 1.70167 0.1 -0.1 -0.1
C -4.27697 2.96355 2.63474 0.0 0.0 0.1
H -2.37806 2.74328 5.42131 0.0 0.0 0.0
H -0.72190 1.97079 3.74769 0.0 0.0 0.0
H -0.10997 2.26708 1.08762 0.0 0.1 0.2
H -1.46610 1.80542 0.07414 -0.3 0.3 -0.4
H -3.61650 2.52420 0.65358 0.0 0.0 0.0
H -5.28072 3.23883 2.33866 0.0 0.0 0.0
C 0.23975 2.28807 -3.40833 0.0 0.1 0.0
N -0.31791 2.46146 -2.04362 0.0 0.0 0.0
C -1.73688 2.86315 -2.21351 0.0 0.0 0.0
N -1.89674 4.07187 -3.01767 0.0 0.0 0.1
C -1.28724 3.84544 -4.32739 0.0 0.0 0.0
N 0.12890 3.49590 -4.21992 0.0 0.0 0.0
C 0.82081 4.58243 -3.52157 0.0 0.0 0.0
N 0.25149 4.84052 -2.19830 0.0 0.0 0.0
C 0.35217 3.62512 -1.39845 0.0 0.0 0.0
C -1.16687 5.15959 -2.35999 0.0 0.0 0.0
H -0.30737 1.48693 -3.90730 0.0 0.0 0.0
H 1.28022 1.99151 -3.33934 0.1 0.0 0.0
H -2.16667 3.04216 -1.22792 0.0 0.0 0.0
H -2.27919 2.05076 -2.69322 0.0 -0.1 0.0
H -1.38774 4.75348 -4.92533 0.0 0.0 0.0
H -1.81567 3.03297 -4.83195 0.0 0.0 0.0
H 0.74848 5.49147 -4.12204 0.0 0.0 0.0
H 1.87460 4.31756 -3.41132 0.0 0.0 0.0
H -0.13063 3.78602 -0.43443 0.0 0.0 0.0
H 1.39847 3.39325 -1.21424 0.0 0.0 0.0
H -1.26383 6.06554 -2.96181 0.0 0.0 0.0
H -1.60519 5.34035 -1.37686 0.0 0.0 0.0
```
Forces are in eV/Å.

The total energy is -61092.2086 eV. The value obtained for the LUMO energy is 0.07 eV. The net charge is 0. The energy relative to the best compared isomer or geometry (same formula, charge and spin) is 235.93 kJ/mol. As for the HOMO-LUMO gap: 6.74 eV. The HOMO energy comes out at -6.662 eV.